# 1
207
Properties=species:S:1:pos:R:3 method="wB97M-V/def2-TZVPD" charge=-1 gap_ev=4.46
C 0.547 1.067 5.615
C 1.861 1.783 5.953
C 1.913 2.975 5.053
C 2.928 3.985 5.510
C 2.714 4.627 6.865
C 2.652 3.556 8.051
N 1.852 2.299 7.452
O 1.176 1.697 8.191
C 1.815 4.140 9.214
C 3.981 3.011 8.493
C 2.970 0.803 5.826
H -0.388 1.654 5.715
H 0.335 0.164 6.167
H 0.631 0.851 4.524
H 0.921 3.414 4.837
H 2.373 2.653 4.063
H 3.033 4.726 4.701
H 3.932 3.521 5.433
H 1.716 5.138 6.786
H 3.398 5.443 7.198
H 2.368 4.973 9.653
H 1.515 3.443 10.016
H 0.853 4.598 8.829
H 4.715 2.923 7.720
H 3.852 2.131 9.109
H 4.325 3.782 9.141
H 3.900 1.197 6.111
H 2.971 0.552 4.742
H 2.799 -0.108 6.386
C -6.953 -0.694 1.335
C -5.984 0.415 1.857
C -5.032 0.806 0.673
C -4.600 2.201 0.671
C -5.847 3.128 0.701
C -6.649 2.974 2.030
N -6.829 1.567 2.488
O -7.671 1.335 3.241
C -8.138 3.523 1.878
C -5.831 3.523 3.174
C -5.181 -0.050 3.136
H -7.563 -0.314 0.516
H -7.552 -1.140 2.063
H -6.258 -1.302 0.746
H -5.761 0.559 -0.151
H -4.207 0.075 0.673
H -3.980 2.479 -0.222
H -3.869 2.424 1.468
H -6.598 2.992 -0.106
H -5.426 4.118 0.779
H -8.141 4.478 1.327
H -8.546 3.807 2.835
H -8.857 2.876 1.342
H -4.861 2.959 3.276
H -6.431 3.588 4.067
H -5.564 4.586 3.046
H -4.515 -0.850 2.734
H -5.815 -0.489 3.901
H -4.494 0.699 3.495
C 3.602 3.293 -2.476
C 4.911 2.582 -2.975
C 4.892 1.103 -2.606
C 3.879 0.498 -3.505
C 4.201 0.566 -4.983
C 4.098 1.994 -5.526
N 4.838 2.906 -4.493
O 5.459 3.794 -4.884
C 2.650 2.597 -5.595
C 4.714 2.182 -6.869
C 6.160 3.271 -2.393
H 3.506 3.077 -1.413
H 2.694 3.059 -3.038
H 3.801 4.377 -2.449
H 4.646 1.043 -1.531
H 5.885 0.681 -2.702
H 2.851 0.894 -3.302
H 3.874 -0.601 -3.301
H 3.607 -0.219 -5.477
H 5.238 0.320 -4.940
H 2.271 2.184 -6.499
H 2.642 3.640 -5.699
H 1.999 2.246 -4.797
H 5.762 1.923 -6.857
H 4.629 3.247 -7.119
H 4.217 1.549 -7.621
H 6.219 4.360 -2.388
H 7.075 3.040 -2.919
H 6.216 2.994 -1.388
C 1.032 2.348 -0.242
C 0.350 1.311 0.650
C -0.868 0.759 -0.014
C -0.601 -0.052 -1.247
C 0.182 -1.314 -0.826
C 1.479 -1.000 -0.113
N 1.340 0.188 0.918
O 2.189 0.265 1.718
C 2.605 -0.726 -0.989
C 1.953 -2.218 0.824
C 0.104 1.912 2.031
H 1.993 2.583 0.267
H 0.372 3.228 -0.314
H 1.305 1.965 -1.229
H -1.454 1.621 -0.304
H -1.423 0.261 0.809
H -0.016 0.531 -1.907
H -1.484 -0.309 -1.817
H 0.460 -2.021 -1.685
H -0.396 -1.908 -0.107
H 2.362 0.212 -1.545
H 2.823 -1.636 -1.617
H 3.507 -0.607 -0.396
H 1.119 -2.364 1.496
H 2.893 -2.034 1.349
H 2.092 -3.093 0.246
H 1.035 2.010 2.585
H -0.602 1.334 2.595
H -0.397 2.931 1.898
C 0.558 -3.077 -5.576
C -0.544 -4.094 -5.282
C -0.745 -4.276 -3.791
O -1.779 -5.214 -3.587
C -2.274 -5.153 -2.303
N -1.811 -3.558 -5.742
H -2.576 -4.254 -5.652
H -2.059 -1.563 -4.754
H -1.714 -3.434 -6.762
H 0.844 -2.964 -6.646
H 1.533 -3.426 -5.132
H 0.269 -2.146 -5.166
H -0.280 -5.036 -5.774
H -1.088 -3.312 -3.325
H 0.114 -4.692 -3.273
H -2.780 -4.203 -2.086
H -1.495 -5.334 -1.538
H -2.956 -5.982 -2.078
C -3.148 -5.448 3.267
C -1.857 -5.394 2.486
C -1.582 -6.362 1.384
O -0.283 -6.018 0.945
C 0.591 -6.903 0.345
N -1.820 -4.040 1.789
H -1.898 -3.304 2.526
H -1.005 -4.010 1.178
H -2.639 -4.047 1.244
H -3.942 -5.435 2.522
H -3.130 -4.626 3.919
H -3.162 -6.349 3.863
H -0.955 -5.407 3.064
H -2.313 -6.275 0.629
H -1.601 -7.369 1.888
H 0.875 -7.788 0.989
H 1.464 -6.349 0.149
H 0.224 -7.249 -0.595
C 4.709 -3.159 -4.921
O 5.243 -4.011 -3.874
O 3.865 -2.252 -4.381
C 6.105 -2.640 -5.572
F 6.481 -3.531 -6.525
F 5.878 -1.470 -6.255
F 7.178 -2.371 -4.846
C 4.324 -4.576 -2.918
C 4.873 -5.867 -2.454
H 4.242 -6.541 -1.843
H 5.188 -6.323 -3.359
H 5.764 -5.633 -1.908
H 3.373 -4.715 -3.460
H 4.015 -3.998 -2.023
H 4.280 -3.729 -5.773
C -2.134 0.408 -4.730
O -2.933 0.670 -5.875
O -2.228 -0.853 -4.195
C -0.771 0.865 -5.258
F 0.138 0.538 -4.308
F -0.464 0.257 -6.344
F -0.733 2.189 -5.458
C -4.332 0.354 -5.642
C -4.965 1.387 -4.693
H -6.064 1.324 -4.866
H -4.903 1.071 -3.666
H -4.640 2.367 -4.797
H -4.502 -0.638 -5.127
H -4.832 0.288 -6.575
H -2.546 1.159 -4.016
B -1.403 -1.315 3.448
F -0.848 -1.447 2.138
F -2.223 -2.460 3.639
F -0.389 -1.370 4.387
F -2.272 -0.203 3.507
B -1.520 3.681 -2.628
F -1.815 3.466 -1.236
F -2.437 3.060 -3.478
F -1.435 5.061 -2.868
F -0.221 3.078 -2.879
B 4.655 2.698 1.399
F 4.125 1.503 0.928
F 4.346 2.995 2.735
F 6.054 2.522 1.326
F 4.267 3.690 0.579
B -1.750 3.935 6.793
F -2.093 3.294 5.630
F -2.696 4.939 7.010
F -1.715 2.903 7.843
F -0.439 4.538 6.752
B -5.233 -3.804 0.763
F -6.209 -4.478 1.471
F -4.090 -4.662 0.489
F -5.647 -3.295 -0.428
F -4.656 -2.848 1.599

# 2
15
Properties=species:S:1:pos:R:3 method="wB97M-V/def2-TZVPD" charge=0 e_above_lowest_ev=3.908 gap_ev=8.55
N 1.178 0.295 -1.391
C 0.448 1.053 -0.640
C 0.392 0.587 0.845
C -0.478 -0.655 1.064
N 0.060 -1.826 0.335
H 1.016 0.493 -2.382
H 0.475 -1.493 -0.530
H 0.549 2.142 -0.695
H -0.849 0.714 -0.962
H -0.113 1.348 1.443
H 1.425 0.518 1.197
H -0.407 -0.931 2.127
H -1.444 -0.470 0.588
H -1.643 0.778 -1.133
H -0.610 -2.553 0.133

Quick rundown of LUMO level, same order as above: -1.07; -0.03 eV
Quick rundown of E_tot, same order as above: -5848.62154; -229.66562 hartree
Quick rundown of strongest force on any atom, same order as above: 4.20; 5.94 eV Å⁻¹